# 1
{"formula": "C21H21N5O2S", "method": "wB97M-V/def2-TZVPD", "elements": ["C", "C", "C", "O", "C", "C", "C", "C", "C", "C", "H", "H", "C", "O", "N", "C", "C", "C", "C", "C", "C", "C", "H", "H", "H", "H", "H", "C", "N", "N", "C", "N", "N", "C", "S", "C", "H", "H", "H", "H", "H", "H", "H", "H", "H", "H", "H", "H", "H", "H"], "coordinates": [[-6.758, 0.104, 6.015], [-5.987, -1.057, 5.402], [-5.114, -0.595, 4.240], [-4.438, -1.728, 3.731], [-3.595, -1.585, 2.684], [-2.975, -2.756, 2.234], [-2.101, -2.718, 1.174], [-1.802, -1.512, 0.538], [-2.428, -0.351, 0.979], [-3.318, -0.382, 2.037], [-3.793, 0.535, 2.347], [-2.255, 0.592, 0.479], [-0.861, -1.546, -0.609], [-0.674, -2.542, -1.277], [-0.215, -0.354, -0.841], [0.748, -0.131, -1.839], [1.954, 0.445, -1.465], [2.948, 0.699, -2.403], [2.722, 0.361, -3.740], [1.511, -0.182, -4.109], [0.496, -0.423, -3.187], [-0.824, -0.943, -3.646], [-0.925, -1.993, -3.370], [-0.921, -0.849, -4.724], [-1.637, -0.404, -3.161], [1.332, -0.416, -5.148], [3.496, 0.547, -4.466], [4.201, 1.299, -2.011], [5.166, 1.540, -2.823], [6.193, 2.100, -2.185], [7.442, 2.566, -2.480], [7.981, 3.019, -1.380], [7.132, 2.872, -0.345], [6.060, 2.321, -0.829], [4.511, 1.774, -0.314], [8.044, 2.544, -3.828], [8.105, 1.521, -4.196], [9.040, 2.973, -3.774], [7.434, 3.121, -4.522], [2.125, 0.693, -0.426], [-0.176, 0.287, -0.062], [-1.628, -3.619, 0.815], [-3.206, -3.681, 2.738], [-4.389, 0.154, 4.589], [-5.739, -0.142, 3.457], [-5.348, -1.523, 6.154], [-6.679, -1.817, 5.036], [-6.075, 0.861, 6.394], [-7.407, 0.567, 5.275], [-7.373, -0.247, 6.839]], "smiles": "CCCOc1ccc(C(=O)Nc2cc(-c3nn4c(C)nnc4s3)ccc2C)cc1", "homo_lumo_gap_ev": 8.665, "multiplicity": 1, "charge": 0}

***

# 2
{"formula": "C21H21N8O2PbTe", "method": "wB97M-V/def2-TZVPD", "elements": ["Pb", "N", "C", "N", "C", "N", "N", "C", "N", "C", "C", "C", "C", "C", "N", "H", "H", "H", "H", "H", "H", "H", "H", "N", "N", "C", "O", "O", "H", "H", "H", "Te", "C", "C", "C", "C", "C", "C", "C", "C", "C", "C", "C", "C", "H", "H", "H", "H", "H", "H", "H", "H", "H", "H"], "coordinates": [[0.536, -1.164, 0.885], [-1.597, -5.018, 1.812], [-1.495, -4.872, 0.461], [-1.711, -5.984, -0.225], [-1.659, -5.863, -1.547], [-1.953, -6.921, -2.303], [-1.336, -4.720, -2.175], [-1.071, -3.684, -1.402], [-1.152, -3.673, -0.068], [-0.643, -2.462, -2.162], [-0.494, -2.595, -3.544], [-0.139, -1.505, -4.316], [0.032, -0.287, -3.686], [-0.098, -0.239, -2.314], [-0.405, -1.291, -1.545], [-1.866, -5.952, 2.078], [-2.025, -4.291, 2.354], [-2.199, -7.796, -1.875], [-1.929, -6.829, -3.302], [-0.657, -3.566, -3.976], [-0.004, -1.605, -5.384], [0.284, 0.613, -4.229], [0.063, 0.703, -1.810], [-1.289, -2.046, 2.545], [-1.392, -1.242, 3.675], [-0.600, -0.089, 3.775], [-0.563, 0.528, 4.813], [-0.008, 0.196, 2.653], [-2.170, -2.104, 2.049], [-0.915, -2.963, 2.756], [-1.802, -1.610, 4.517], [0.085, 1.766, 0.431], [0.825, 3.010, 1.985], [2.105, 2.905, 2.500], [2.453, 3.675, 3.598], [1.529, 4.534, 4.175], [0.252, 4.638, 3.646], [-0.105, 3.872, 2.547], [0.923, 2.952, -1.156], [2.263, 2.888, -1.516], [2.767, 3.774, -2.457], [1.937, 4.723, -3.038], [0.596, 4.780, -2.688], [0.088, 3.894, -1.749], [2.822, 2.218, 2.069], [3.446, 3.589, 4.019], [1.799, 5.117, 5.045], [-0.476, 5.298, 4.098], [-1.107, 3.932, 2.142], [2.921, 2.157, -1.062], [3.812, 3.727, -2.734], [2.336, 5.425, -3.758], [-0.057, 5.516, -3.138], [-0.957, 3.940, -1.468]], "homo_lumo_gap_ev": 8.067, "multiplicity": 1, "charge": 1}

***

Let's list molecular weight in order: 407.50 752.25 Da.
Let's list energy above the lowest of the compared OMol25 structures with the same formula, charge and spin in order: 139.25 160.87 kJ/mol.